No. 1
# C21H24CeClN

A molecular structure, C21H24CeClN in a non-equilibrium geometry (ωB97M-V/def2-TZVPD, the OMol25 dataset).

Geometry (Å):
1 C 2.23 5.16 -2.67
2 C 2.19 5.00 -4.19
3 C 1.39 6.36 -2.26
4 C 3.68 5.37 -2.21
5 Cl 1.56 3.64 -1.88
6 H 1.77 7.28 -2.72
7 H 1.41 6.52 -1.17
8 H 0.35 6.25 -2.58
9 H 2.59 5.89 -4.68
10 H 1.17 4.86 -4.55
11 H 2.80 4.15 -4.52
12 H 4.10 6.27 -2.68
13 H 4.32 4.53 -2.51
14 H 3.74 5.50 -1.13
15 C -2.47 -1.24 -0.53
16 C -2.55 0.03 0.13
17 C -1.95 1.02 -0.72
18 H -3.06 0.22 1.08
19 C -1.49 0.35 -1.91
20 C -1.81 -1.04 -1.79
21 H -1.62 -1.81 -2.54
22 H -2.93 -2.17 -0.19
23 H -1.89 2.09 -0.52
24 H -0.99 0.83 -2.76
25 C 1.74 -0.85 2.04
26 C 0.45 -1.04 2.63
27 C -0.27 0.19 2.58
28 H 0.11 -1.95 3.14
29 C 0.59 1.17 1.97
30 C 1.83 0.53 1.64
31 H 2.70 1.00 1.18
32 H 2.52 -1.60 1.96
33 H -1.26 0.38 3.00
34 H 0.36 2.22 1.83
35 Ce 0.04 -0.49 0.02
36 N -0.17 -2.85 0.40
37 C -0.67 -3.74 0.99
38 C -1.25 -4.85 1.66
39 C -0.85 -5.21 2.97
40 C -1.36 -6.36 3.56
41 C -2.28 -7.15 2.87
42 C -2.73 -6.78 1.60
43 C -2.23 -5.62 1.00
44 H -0.11 -4.60 3.48
45 H -1.03 -6.64 4.56
46 H -2.64 -8.08 3.32
47 H -3.47 -7.39 1.07
48 H -2.57 -5.33 0.01

Values from the calculation:
Relative energy (zero: lowest compared OMol25 entry of this formula, charge and spin): 0.00 kcal/mol
LUMO level (alpha / beta): -8.702 / -8.704 eV
Orbital gap (alpha / beta): 6.458 / 6.456 eV
M: 466.0 g mol⁻¹
Charge: +2

These are the Löwdin partial charges, in e, on atoms 1 to 8: C -0.9147; C -0.1150; C -0.1137; C -0.1146; Cl 0.5342; H 0.0978; H 0.0818; H 0.0816

---

No. 2
# C28H38F5GeIrO5Se4

A molecular structure, C28H38F5GeIrO5Se4 in a non-equilibrium geometry (ωB97M-V/def2-TZVPD, the OMol25 dataset).

Geometry (Å):
1 Ir 0.62 0.01 0.21
2 C -3.98 4.09 -3.62
3 O -2.73 4.22 -4.28
4 C -1.68 3.51 -3.78
5 C -0.46 3.70 -4.46
6 C 0.67 3.06 -4.03
7 C 0.67 2.22 -2.90
8 C 1.87 1.61 -2.40
9 C 3.17 1.68 -3.17
10 O 1.93 0.98 -1.33
11 C -0.58 1.99 -2.23
12 O -0.73 1.20 -1.24
13 C -1.73 2.67 -2.71
14 H -4.66 4.74 -4.18
15 H -3.92 4.43 -2.58
16 H -4.35 3.06 -3.65
17 H -0.45 4.35 -5.32
18 H 1.58 3.23 -4.57
19 H 3.28 2.57 -3.77
20 H 3.23 0.80 -3.81
21 H 3.99 1.63 -2.46
22 H -2.64 2.46 -2.16
23 O 3.88 -1.35 -1.50
24 C 4.55 -2.09 -0.54
25 C 3.65 -2.68 0.57
26 C 4.40 -3.89 1.18
27 O 3.71 -4.54 2.22
28 C 2.34 -3.24 0.00
29 Se 1.15 -2.07 -1.05
30 C 3.43 -1.68 1.71
31 Se 3.26 0.23 1.25
32 H 3.52 -0.55 -1.07
33 H 5.32 -1.47 -0.05
34 H 5.05 -2.90 -1.08
35 H 5.39 -3.55 1.53
36 H 4.56 -4.66 0.42
37 H 3.45 -3.88 2.88
38 H 1.74 -3.66 0.81
39 H 2.58 -4.05 -0.70
40 H 4.29 -1.71 2.39
41 H 2.52 -1.93 2.28
42 C -1.59 3.90 4.35
43 C -2.84 3.87 3.50
44 C -2.56 3.66 2.01
45 C -2.04 2.27 1.65
46 Ge -0.05 1.98 1.59
47 C 0.92 3.47 0.60
48 C 1.14 4.78 1.35
49 C 2.12 4.64 2.51
50 C 2.35 5.98 3.21
51 H -1.84 4.10 5.39
52 H -0.91 4.67 4.01
53 H -1.07 2.94 4.30
54 H -3.38 4.81 3.62
55 H -3.50 3.07 3.84
56 H -1.86 4.43 1.67
57 H -3.50 3.83 1.47
58 H -2.38 2.01 0.64
59 H -2.49 1.53 2.32
60 H 0.51 1.96 3.04
61 H 0.33 3.65 -0.30
62 H 1.89 3.08 0.28
63 H 0.19 5.16 1.72
64 H 1.53 5.51 0.63
65 H 3.06 4.25 2.14
66 H 1.71 3.92 3.22
67 H 2.77 6.70 2.52
68 H 3.04 5.85 4.04
69 H 1.41 6.38 3.59
70 Se -0.35 -1.00 2.05
71 F -6.91 -4.63 -2.93
72 C -5.95 -3.74 -2.59
73 C -4.89 -3.50 -3.46
74 F -4.82 -4.15 -4.63
75 C -3.92 -2.58 -3.11
76 F -2.90 -2.33 -3.96
77 C -3.97 -1.86 -1.92
78 Se -2.69 -0.56 -1.49
79 C -5.05 -2.12 -1.07
80 F -5.15 -1.42 0.08
81 C -6.03 -3.04 -1.39
82 F -7.07 -3.25 -0.57

Values from the calculation:
Relative energy (zero: lowest compared OMol25 entry of this formula, charge and spin): 0.00 kcal/mol
Spin multiplicity: 6
LUMO level (alpha / beta): 2.014 / 0.074 eV
Orbital gap (alpha / beta): 5.874 / 4.590 eV
M: 1130.3 g mol⁻¹
Charge: -1

These are the Löwdin partial charges, in e, on atoms 1 to 8: Ir 0.3655; C -0.0896; O -0.0800; C -0.2790; C -0.0305; C -0.0353; C -0.0981; C -0.3613

---

No. 3
# C5H5NO

2 unconnected molecules or ions with the total composition C5H5NO in a non-equilibrium geometry (ωB97M-V/def2-TZVPD, the OMol25 dataset).

Geometry (Å):
1 O 0.46 0.56 3.08
2 C 1.24 0.95 2.35
3 C 0.12 -0.64 -0.01
4 C -1.35 -0.66 -0.25
5 C -0.49 -0.27 -1.40
6 C 0.44 0.60 -0.71
7 N 1.19 1.60 -0.85
8 H 1.80 1.69 -0.04
9 H 0.76 -1.48 0.25
10 H -1.98 0.09 0.23
11 H -1.81 -1.65 -0.31
12 H -0.37 -0.79 -2.34

Values from the calculation:
Relative energy (zero: lowest compared OMol25 entry of this formula, charge and spin): 69.71 kcal/mol
LUMO level: 0.938 eV
Orbital gap: 10.445 eV
M: 95.1 g mol⁻¹
Charge: 0

These are the natural (NBO) partial charges, in e, on atoms 1 to 8: O -0.4990; C 0.5032; C -0.2801; C -0.3786; C -0.2387; C 0.2919; N -0.6440; H 0.3491

---

No. 4
# CH3FO3

2 unconnected molecules or ions with the total composition CH3FO3 in a non-equilibrium geometry (ωB97M-V/def2-TZVPD, the OMol25 dataset).

Geometry (Å):
1 C 0.08 0.01 0.06
2 O 0.42 1.28 0.20
3 O -0.09 -0.67 1.17
4 O 0.56 -0.65 -1.01
5 F -1.86 0.19 -0.49
6 H -0.22 1.72 -0.36
7 H -0.19 -0.20 2.05
8 H 0.25 -1.49 -1.19

Values from the calculation:
Relative energy (zero: lowest compared OMol25 entry of this formula, charge and spin): 48.84 kcal/mol
LUMO level: 0.261 eV
Orbital gap: 10.988 eV
M: 82.0 g mol⁻¹
Charge: 0

Charges obtained by natural (NBO) population analysis, quoted in units of e: C 1.1099; O -0.6797; O -0.6554; O -0.6447; F -0.7241; H 0.5385; H 0.5389; H 0.5167

---

No. 5
# C13H52O13

13 unconnected molecules or ions with the total composition C13H52O13 in a non-equilibrium geometry (ωB97M-V/def2-TZVPD, the OMol25 dataset).

Geometry (Å):
1 C 5.09 -7.78 -8.20
2 O 6.46 -7.52 -8.33
3 H 4.68 -8.20 -9.13
4 H 4.95 -8.60 -7.49
5 H 4.47 -6.91 -7.97
6 H 6.63 -6.97 -9.12
7 C 5.81 -9.30 -15.32
8 O 4.94 -8.20 -15.26
9 H 6.49 -9.36 -14.45
10 H 5.25 -10.24 -15.35
11 H 6.47 -9.29 -16.20
12 H 5.46 -7.43 -14.95
13 C 8.64 -4.02 -12.33
14 O 7.21 -4.27 -12.41
15 H 8.95 -3.96 -11.28
16 H 9.14 -4.86 -12.80
17 H 8.82 -3.04 -12.78
18 H 6.76 -3.41 -12.42
19 C 3.91 -5.28 -12.24
20 O 2.99 -4.35 -12.82
21 H 4.12 -6.09 -12.95
22 H 4.88 -4.79 -12.08
23 H 3.52 -5.68 -11.31
24 H 3.37 -4.04 -13.66
25 C 4.53 -1.37 -12.14
26 O 5.89 -1.74 -12.11
27 H 3.92 -2.10 -12.65
28 H 4.07 -1.21 -11.16
29 H 4.39 -0.42 -12.68
30 H 6.44 -1.05 -11.73
31 C 3.85 -3.08 -9.74
32 O 3.62 -2.38 -8.54
33 H 3.04 -3.03 -10.47
34 H 4.70 -2.58 -10.22
35 H 4.16 -4.11 -9.55
36 H 2.81 -2.69 -8.12
37 C 0.01 -6.36 -12.04
38 O 0.68 -5.21 -11.55
39 H -0.58 -6.85 -11.26
40 H -0.73 -6.07 -12.79
41 H 0.74 -7.05 -12.47
42 H 1.42 -4.97 -12.14
43 C 7.66 -7.61 -11.60
44 O 7.16 -6.56 -10.80
45 H 7.88 -8.47 -10.98
46 H 6.95 -7.92 -12.37
47 H 8.59 -7.36 -12.14
48 H 7.19 -5.75 -11.35
49 C 3.89 -4.66 -16.20
50 O 3.89 -3.52 -15.31
51 H 3.00 -4.60 -16.82
52 H 4.74 -4.63 -16.87
53 H 3.86 -5.56 -15.59
54 H 4.05 -2.75 -15.86
55 C 1.14 -1.40 -12.73
56 O 1.47 -0.40 -11.77
57 H 1.68 -1.29 -13.67
58 H 1.38 -2.38 -12.30
59 H 0.07 -1.37 -12.95
60 H 1.23 -0.72 -10.90
61 C 1.16 -6.81 -8.52
62 O 1.57 -5.48 -8.84
63 H 1.26 -6.97 -7.45
64 H 0.14 -7.04 -8.81
65 H 1.82 -7.49 -9.06
66 H 1.35 -5.34 -9.78
67 C 3.58 -8.75 -12.56
68 O 3.03 -9.20 -11.32
69 H 3.57 -9.52 -13.34
70 H 2.99 -7.92 -12.97
71 H 4.58 -8.39 -12.34
72 H 2.15 -9.54 -11.51
73 C 7.20 -5.86 -15.69
74 O 6.50 -6.05 -14.46
75 H 7.92 -6.67 -15.86
76 H 6.52 -5.83 -16.54
77 H 7.77 -4.93 -15.67
78 H 6.84 -5.39 -13.82

Values from the calculation:
Relative energy (zero: lowest compared OMol25 entry of this formula, charge and spin): 25.57 kcal/mol
LUMO level: 0.087 eV
Orbital gap: 9.206 eV
M: 416.5 g mol⁻¹
Charge: 0

These are the Löwdin partial charges, in e, on atoms 1 to 8: C -0.1776; O -0.1331; H 0.0657; H 0.0770; H 0.0690; H 0.0298; C -0.1782; O -0.1432

---

No. 6
# C25H33BrNO6Se2W

A molecular structure, C25H33BrNO6Se2W in a non-equilibrium geometry (ωB97M-V/def2-TZVPD, the OMol25 dataset).

Geometry (Å):
1 W -0.91 2.07 -0.14
2 O -6.79 0.89 -1.60
3 C -5.51 1.16 -1.34
4 C -4.55 1.44 -2.32
5 C -3.26 1.69 -1.92
6 N -2.91 1.71 -0.64
7 C -3.82 1.45 0.30
8 C -5.12 1.17 0.01
9 C -3.21 1.53 1.67
10 O -3.78 1.34 2.70
11 O -1.91 1.86 1.56
12 C -2.12 2.03 -2.82
13 O -2.17 2.02 -4.01
14 O -1.04 2.37 -2.10
15 H -6.97 0.91 -2.55
16 H -4.79 1.44 -3.38
17 H -5.83 0.97 0.80
18 C -0.07 5.47 -0.90
19 Se -1.49 4.56 0.05
20 C -0.89 4.88 1.87
21 C 0.51 4.40 2.17
22 Se 0.86 2.52 1.82
23 C 0.21 1.78 3.49
24 H -0.06 6.51 -0.59
25 H -0.32 5.40 -1.96
26 H 0.88 4.98 -0.72
27 H -1.64 4.38 2.48
28 H -0.98 5.96 2.02
29 H 0.74 4.54 3.23
30 H 1.26 4.95 1.60
31 H 0.67 2.37 4.28
32 H 0.58 0.76 3.53
33 H -0.87 1.81 3.52
34 C 4.51 -3.57 0.62
35 C 4.28 -2.81 -0.70
36 C 4.13 -3.83 -1.84
37 C 5.51 -1.95 -0.97
38 C 3.01 -1.97 -0.60
39 C 2.98 -0.61 -0.88
40 C 1.77 0.04 -0.78
41 Br 1.71 1.89 -1.21
42 C 0.57 -0.56 -0.42
43 O -0.57 0.18 -0.35
44 C 0.58 -1.93 -0.15
45 C 1.81 -2.58 -0.25
46 C -0.63 -2.79 0.25
47 C -0.84 -3.86 -0.84
48 C -1.95 -2.03 0.42
49 C -0.34 -3.48 1.59
50 H 5.46 -4.09 0.59
51 H 3.73 -4.32 0.79
52 H 4.51 -2.89 1.47
53 H 5.00 -4.48 -1.89
54 H 4.03 -3.32 -2.81
55 H 3.25 -4.45 -1.70
56 H 6.40 -2.57 -1.01
57 H 5.66 -1.20 -0.19
58 H 5.44 -1.43 -1.93
59 H 3.87 -0.07 -1.17
60 H 1.83 -3.64 -0.05
61 H -0.99 -3.39 -1.81
62 H -1.73 -4.45 -0.60
63 H 0.00 -4.54 -0.91
64 H -2.28 -1.56 -0.51
65 H -1.90 -1.27 1.19
66 H -2.72 -2.76 0.72
67 H 0.55 -4.11 1.55
68 H -1.18 -4.12 1.87
69 H -0.19 -2.75 2.39

Values from the calculation:
Relative energy (zero: lowest compared OMol25 entry of this formula, charge and spin): 2.90 kcal/mol
LUMO level (alpha / beta): -3.686 / -3.750 eV
Orbital gap (alpha / beta): 6.714 / 6.817 eV
M: 865.2 g mol⁻¹
Charge: +1

These are the natural (NBO) partial charges, in e, on atoms 1 to 8: W 1.3501; O -0.6186; C 0.3602; C -0.2579; C 0.1028; N -0.4743; C 0.0666; C -0.1867